The following is a DFT calculation (ωB97M-V/def2-TZVPD) of 3 unconnected molecules or ions with the total composition C40H64ClF7N5O5P2S2 at a distorted geometry.

Calculated values
2S+1 = 3
E = -131985.036 eV
Kohn-Sham gap (alpha / beta) = 5.3 / 5.4 eV
LUMO (alpha / beta) = -5.0 / -5.0 eV
HOMO energy (alpha / beta) = -10.30 / -10.38 eV
Total charge = +1

Positions of all 126 atoms, in Å:
C (0.092, 5.015, -0.674)
C (0.316, 3.890, -1.009)
C (0.220, 2.516, -1.309)
N (0.078, 1.488, -0.532)
C (0.067, 1.762, 0.914)
C (1.531, 2.079, 1.426)
C (1.563, 3.242, 2.453)
C (2.198, 4.555, 1.905)
S (3.605, 5.089, 2.886)
O (3.256, 5.209, 4.258)
O (4.764, 4.326, 2.581)
Cl (3.939, 7.005, 2.184)
C (-0.010, 0.220, -1.301)
P (1.753, -0.527, -0.975)
S (1.717, -1.425, 0.771)
P (-1.087, -0.872, -0.146)
C (-1.669, -2.408, -0.955)
O (-2.498, 0.030, 0.024)
C (-0.379, 0.557, -2.820)
C (-1.850, 1.008, -3.084)
C (-3.033, 0.069, -2.921)
C (-3.154, -1.225, -3.424)
C (-4.281, -2.016, -3.280)
C (-5.402, -1.525, -2.619)
C (-5.328, -0.226, -2.131)
C (-4.190, 0.564, -2.278)
C (-4.322, 1.976, -1.705)
C (0.187, -0.349, -3.945)
F (-0.090, -1.666, -3.681)
F (1.551, -0.398, -4.057)
C (-0.273, -0.122, -5.426)
F (-1.575, -0.315, -5.678)
F (0.353, -1.122, -6.100)
C (0.147, 1.182, -6.197)
F (0.187, 0.823, -7.499)
F (1.363, 1.636, -5.913)
F (-0.784, 2.130, -6.153)
C (0.345, 1.986, -2.781)
N (1.809, 2.026, -2.922)
N (-0.157, 3.052, -3.650)
H (0.005, 5.975, -0.198)
H (-0.537, 2.641, 1.179)
H (-0.274, 0.950, 1.559)
H (1.867, 1.190, 1.973)
H (2.249, 2.212, 0.606)
H (2.219, 2.915, 3.274)
H (0.589, 3.431, 2.918)
H (1.443, 5.346, 2.000)
H (2.542, 4.468, 0.870)
H (2.039, -1.550, -1.902)
H (2.729, 0.490, -0.975)
H (-1.056, -2.787, -1.776)
H (-2.736, -2.316, -1.187)
H (-1.611, -3.171, -0.161)
H (-2.434, 0.529, 0.846)
H (-2.028, 1.855, -2.409)
H (-1.933, 1.445, -4.090)
H (-2.331, -1.672, -3.976)
H (-4.287, -3.028, -3.681)
H (-6.272, -2.169, -2.530)
H (-6.211, 0.164, -1.623)
H (-3.988, 1.995, -0.660)
H (-5.376, 2.274, -1.727)
H (-3.789, 2.707, -2.328)
H (2.131, 2.413, -3.801)
H (2.286, 2.484, -2.156)
H (-1.009, 3.490, -3.312)
H (0.500, 3.818, -3.731)
C (2.137, -5.220, -4.568)
C (3.553, -4.764, -4.137)
C (4.607, -5.696, -4.745)
C (4.681, -7.062, -4.066)
C (4.840, -6.909, -2.555)
C (3.772, -6.009, -1.926)
N (3.636, -4.712, -2.648)
O (4.660, -3.955, -2.318)
C (2.422, -6.753, -1.897)
C (4.112, -5.791, -0.449)
C (3.713, -3.377, -4.765)
H (1.381, -4.887, -3.855)
H (1.866, -4.796, -5.534)
H (2.052, -6.299, -4.683)
H (5.593, -5.225, -4.678)
H (4.405, -5.831, -5.810)
H (3.793, -7.656, -4.298)
H (5.529, -7.620, -4.466)
H (4.812, -7.895, -2.085)
H (5.834, -6.501, -2.348)
H (1.623, -6.096, -1.545)
H (2.472, -7.600, -1.213)
H (2.126, -7.167, -2.857)
H (5.106, -5.368, -0.309)
H (4.094, -6.742, 0.084)
H (3.387, -5.127, 0.027)
H (2.989, -2.662, -4.365)
H (3.559, -3.433, -5.843)
H (4.711, -2.965, -4.620)
C (-3.153, 1.521, 8.384)
C (-1.912, 1.863, 7.525)
C (-1.319, 3.202, 7.979)
C (-2.138, 4.414, 7.544)
C (-2.408, 4.378, 6.043)
C (-3.033, 3.060, 5.576)
N (-2.281, 1.873, 6.076)
O (-1.196, 1.744, 5.370)
C (-4.505, 2.997, 6.029)
C (-3.114, 3.063, 4.046)
C (-0.905, 0.753, 7.839)
H (-3.830, 0.851, 7.852)
H (-2.865, 1.009, 9.302)
H (-3.713, 2.401, 8.699)
H (-0.306, 3.308, 7.576)
H (-1.215, 3.204, 9.066)
H (-3.078, 4.461, 8.099)
H (-1.595, 5.328, 7.794)
H (-3.060, 5.211, 5.771)
H (-1.463, 4.545, 5.514)
H (-4.945, 2.025, 5.797)
H (-5.094, 3.755, 5.511)
H (-4.646, 3.189, 7.089)
H (-2.139, 3.219, 3.579)
H (-3.761, 3.871, 3.706)
H (-3.528, 2.123, 3.673)
H (-1.283, -0.221, 7.523)
H (-0.721, 0.711, 8.912)
H (0.061, 0.919, 7.363)